Entry 1:
Computed, not measured: a structure of composition C15H45FNa2O20P5, with the ωB97M-V functional and the def2-TZVPD basis.

XYZ file:
```
88
Properties=species:S:1:pos:R:3
Na 0.53 -1.97 1.72
Na -2.75 -1.83 0.60
F -0.61 -0.45 0.36
C 5.52 -3.50 0.02
O 4.90 -2.30 -0.45
P 3.87 -1.56 0.53
O 2.95 -2.45 1.28
O 4.85 -0.78 1.51
C 5.78 0.20 1.02
O 3.14 -0.46 -0.36
C 2.52 -0.88 -1.58
H 6.38 -3.67 -0.63
H 4.90 -4.39 -0.11
H 5.79 -3.39 1.06
H 5.24 0.92 0.40
H 6.51 -0.28 0.36
H 6.26 0.67 1.87
H 3.05 -0.46 -2.44
H 1.52 -0.47 -1.66
H 2.51 -1.96 -1.70
C -5.83 2.72 -0.04
O -5.88 2.00 1.21
P -4.58 1.26 1.79
O -3.97 0.38 0.80
O -3.68 2.48 2.30
C -2.27 2.35 2.39
O -5.17 0.56 3.10
C -5.57 1.35 4.23
H -5.00 2.38 -0.65
H -5.86 3.78 0.21
H -6.74 2.46 -0.57
H -1.90 2.40 3.42
H -1.78 3.10 1.76
H -1.93 1.39 1.98
H -6.61 1.16 4.46
H -5.41 2.41 4.03
H -5.04 1.02 5.13
C -3.01 2.82 -5.88
O -3.12 3.74 -4.79
P -3.44 3.09 -3.37
O -4.63 2.22 -3.32
O -2.09 2.25 -3.10
C -2.03 1.36 -2.01
O -3.37 4.28 -2.34
C -2.42 5.32 -2.46
H -1.97 2.73 -6.22
H -3.51 3.21 -6.77
H -3.44 1.86 -5.63
H -1.30 1.56 -1.22
H -1.83 0.34 -2.35
H -3.01 1.26 -1.52
H -2.90 6.29 -2.57
H -1.72 5.24 -3.29
H -1.80 5.36 -1.56
C -0.52 -2.85 -2.30
O -0.05 -4.01 -2.95
P 1.22 -3.99 -3.90
O 1.33 -2.77 -4.71
O 2.43 -4.24 -2.89
C 3.75 -4.28 -3.45
O 1.15 -5.36 -4.72
C 1.10 -6.63 -4.07
H -0.17 -1.94 -2.79
H -0.17 -2.81 -1.25
H -1.61 -2.86 -2.29
H 4.21 -5.26 -3.28
H 4.36 -3.56 -2.93
H 3.74 -4.07 -4.52
H 0.89 -6.50 -3.00
H 2.06 -7.14 -4.15
H 0.37 -7.28 -4.55
C 1.39 1.54 2.09
O 2.19 1.30 3.24
P 1.59 0.37 4.38
O 1.13 -0.95 3.91
O 2.78 0.31 5.41
C 2.60 -0.34 6.67
O 0.43 1.21 5.08
C 0.62 2.62 5.33
H 1.49 0.77 1.32
H 1.66 2.46 1.58
H 0.33 1.64 2.36
H 2.76 0.42 7.44
H 3.31 -1.15 6.79
H 1.58 -0.68 6.83
H -0.11 3.19 4.77
H 1.65 2.94 5.16
H 0.43 2.75 6.39
```

The spin multiplicity is 1. As for the charge: +1. As for the energy above the lowest of the compared OMol25 structures with the same formula, charge and spin: 0.000 eV.

***

Entry 2:
Computed, not measured: a structure of composition C15H46B2F8MnO8, with the ωB97M-V functional and the def2-TZVPD basis.

XYZ file:
```
80
Properties=species:S:1:pos:R:3
Mn -0.12 2.81 1.10
B -1.10 5.32 0.26
F -0.76 6.31 -0.55
F 0.08 5.01 1.19
F -2.17 5.48 1.12
F -1.43 4.08 -0.43
B -0.41 0.10 0.81
F -1.30 -0.38 1.78
F 0.69 0.77 1.48
F 0.06 -0.93 0.08
F -1.07 1.13 0.02
C 1.20 -2.21 3.77
C 0.68 -3.39 2.97
O 1.32 -3.44 1.73
H 2.29 -2.29 3.82
H 0.76 -2.24 4.79
H 0.96 -1.26 3.36
H -0.40 -3.23 2.80
H 0.80 -4.40 3.42
H 1.05 -2.64 1.28
C 2.32 -4.04 -3.83
C 3.54 -3.58 -4.62
O 4.64 -3.77 -3.77
H 2.28 -5.09 -3.84
H 1.40 -3.60 -4.23
H 2.43 -3.62 -2.83
H 3.49 -2.53 -4.92
H 3.48 -4.21 -5.54
H 5.46 -3.53 -4.15
C -1.69 -4.59 -0.91
C -1.94 -3.78 -2.15
O -2.64 -2.58 -1.84
H -1.21 -4.10 -0.07
H -1.03 -5.43 -1.19
H -2.55 -5.06 -0.45
H -2.48 -4.50 -2.79
H -0.97 -3.54 -2.63
H -3.55 -2.57 -2.07
C -4.36 -1.56 2.23
C -3.72 -1.97 0.84
O -3.76 -0.78 0.05
H -4.13 -2.37 2.92
H -5.40 -1.25 2.23
H -3.84 -0.68 2.65
H -4.23 -2.85 0.34
H -2.67 -2.19 1.04
H -2.97 -0.81 -0.54
C 3.22 2.07 3.46
C 1.81 2.26 3.95
O 0.99 3.10 3.02
H 3.68 3.02 3.26
H 3.31 1.32 2.65
H 3.72 1.55 4.30
H 1.84 2.83 4.88
H 1.30 1.31 4.08
H 1.22 4.06 3.04
C 3.66 3.46 -0.98
C 2.53 2.41 -0.93
O 1.29 3.04 -0.52
H 4.66 3.03 -1.13
H 3.80 3.99 0.02
H 3.51 4.16 -1.78
H 2.69 1.62 -0.16
H 2.37 1.89 -1.89
H 0.76 3.16 -1.35
C -1.32 1.19 -3.00
C -0.17 1.79 -3.86
O 0.55 2.81 -3.18
H -2.20 1.86 -2.95
H -1.01 1.11 -1.97
H -1.59 0.21 -3.46
H -0.62 2.16 -4.79
H 0.61 1.07 -4.03
H 0.63 3.54 -3.83
C -3.30 2.60 1.77
O -1.99 2.71 2.43
H -3.37 3.33 0.99
H -3.46 1.58 1.33
H -4.06 2.81 2.56
H -2.10 2.91 3.37
```

The spin multiplicity is 6. As for the total energy: -87106.4750 eV.

***

Entry 3:
Computed, not measured: a cluster of 9 separate species, C15H47NO12 in total, with the ωB97M-V functional and the def2-TZVPD basis.

XYZ file:
```
75
Properties=species:S:1:pos:R:3
C 0.00 -0.33 -5.59
O -0.08 -1.51 -4.91
C -0.02 -1.34 -3.44
C 0.08 -2.70 -2.76
N -0.31 -2.67 -1.38
H -0.19 -1.65 -1.07
H -1.54 -2.92 -1.51
C 0.23 -3.79 -0.47
C -0.27 -3.68 1.06
O 0.19 -4.74 1.77
C 0.14 -4.62 3.14
H 1.13 0.04 -5.42
H -0.72 0.31 -5.01
H -0.19 -0.24 -6.85
H -1.02 -1.02 -2.98
H 0.78 -0.48 -3.20
H 0.98 -3.29 -2.81
H -0.71 -3.23 -3.32
H 1.39 -3.62 -0.41
H -0.07 -4.75 -0.76
H -1.40 -3.61 1.10
H -0.01 -2.81 1.42
H 0.85 -3.89 3.45
H 0.36 -5.42 3.62
H -0.81 -4.35 3.52
C 0.65 0.10 0.26
O -0.53 -0.01 -0.31
O 0.90 0.92 1.24
O 1.51 -0.79 0.05
H 0.24 1.59 1.22
C -1.20 2.92 -2.78
C -2.41 2.77 -1.74
O -2.76 1.31 -1.82
H -0.23 2.20 -2.51
H -1.02 4.04 -2.80
H -1.66 2.54 -3.56
H -3.39 3.35 -2.16
H -2.16 3.16 -0.87
H -2.20 1.07 -1.22
C 1.39 4.80 -0.19
O 0.68 5.86 -0.76
H 0.71 3.99 -0.45
H 1.13 4.79 0.81
H 2.52 4.77 -0.51
H 1.29 6.52 -1.12
C 3.94 1.25 -1.29
O 3.16 0.33 -1.91
H 3.23 1.88 -0.61
H 4.50 2.00 -1.91
H 4.84 0.83 -0.82
H 2.53 0.01 -1.25
C -3.55 -0.47 1.35
O -2.44 -1.36 1.17
H -3.15 0.48 1.17
H -4.22 -0.64 2.02
H -4.15 -0.68 0.45
H -1.86 -0.86 0.56
C -1.97 3.49 2.38
O -0.88 2.89 2.92
H -2.05 4.31 1.88
H -2.69 3.44 3.44
H -2.50 2.78 1.63
H -0.98 2.57 3.64
C -0.33 -0.61 3.96
O -1.35 -1.61 3.82
H 0.27 -0.84 3.19
H 0.31 -0.70 4.92
H -0.76 0.42 3.79
H -1.83 -1.65 3.00
C 3.44 -0.97 2.70
O 2.97 -2.07 1.80
H 3.84 -1.51 3.59
H 2.58 -0.38 2.99
H 4.42 -0.31 2.20
H 2.46 -1.60 1.23
```

The spin multiplicity is 1. As for the energy above the lowest of the compared OMol25 structures with the same formula, charge and spin: 9.003 eV.

***

Entry 4:
Computed, not measured: a cluster of 10 separate species, C15H48F6N12O9P in total, with the ωB97M-V functional and the def2-TZVPD basis.

XYZ file:
```
91
Properties=species:S:1:pos:R:3
P 8.98 -2.46 11.27
F 8.31 -3.06 9.93
F 7.64 -1.73 11.87
F 8.48 -3.79 12.03
F 9.79 -1.85 12.56
F 10.32 -3.28 10.94
F 9.32 -1.22 10.37
C 12.93 0.76 12.49
O 13.84 1.56 12.48
N 12.05 0.37 11.57
N 12.52 0.24 13.67
H 11.41 -0.41 11.51
H 12.07 0.94 10.73
H 13.17 0.31 14.44
H 11.85 -0.51 13.66
C 4.80 -3.58 8.19
O 4.32 -4.29 9.03
N 5.83 -2.73 8.21
N 4.39 -3.62 6.94
H 6.04 -2.10 7.46
H 6.38 -2.74 9.06
H 4.98 -3.14 6.28
H 3.56 -4.16 6.74
C 8.29 -7.45 11.14
O 8.50 -8.62 10.84
N 8.63 -6.97 12.30
N 8.03 -6.48 10.25
H 8.58 -5.99 12.55
H 8.88 -7.62 13.03
H 7.87 -6.75 9.29
H 8.24 -5.50 10.34
C 5.13 -3.69 12.96
O 4.04 -4.28 13.12
N 6.31 -3.85 13.54
N 5.32 -2.94 12.00
H 7.04 -3.25 13.17
H 6.43 -4.61 14.19
H 4.54 -2.63 11.44
H 6.19 -2.48 11.76
C 8.11 1.47 12.52
O 7.93 2.64 12.86
N 9.21 1.00 12.02
N 7.21 0.55 12.70
H 9.25 0.18 11.44
H 10.03 1.58 12.14
H 6.21 0.74 12.69
H 7.65 -0.35 12.73
C 12.15 -4.35 13.40
O 12.95 -5.10 13.88
N 12.47 -3.39 12.62
N 10.87 -4.49 13.54
H 11.70 -2.86 12.23
H 13.37 -3.16 12.24
H 10.28 -3.73 13.23
H 10.53 -5.42 13.75
C 6.57 1.20 7.18
C 7.79 0.32 6.87
C 9.01 0.51 7.74
O 7.39 -1.05 6.75
H 6.50 0.99 8.24
H 5.57 1.02 6.78
H 6.64 2.25 6.89
H 8.18 0.57 5.88
H 9.22 1.56 7.93
H 9.82 0.05 7.17
H 8.88 0.06 8.72
H 8.19 -1.54 6.95
C 6.08 -7.02 7.20
C 6.84 -5.98 6.41
C 8.31 -5.60 6.84
O 7.01 -6.52 5.17
H 5.09 -7.34 6.87
H 6.02 -6.68 8.23
H 6.75 -7.82 7.49
H 6.24 -5.11 6.15
H 8.84 -6.55 6.95
H 8.39 -5.06 7.78
H 8.86 -5.00 6.12
H 6.30 -6.16 4.63
C 11.26 -2.82 6.41
C 11.39 -3.34 7.95
C 11.64 -4.74 8.17
O 12.40 -2.52 8.56
H 11.63 -3.52 5.66
H 11.81 -1.88 6.34
H 10.23 -2.59 6.15
H 10.41 -3.18 8.40
H 11.83 -4.86 9.24
H 12.29 -5.26 7.47
H 10.63 -5.16 8.13
H 13.23 -2.60 8.08
```

The spin multiplicity is 1. As for the charge: -1. As for the energy above the lowest of the compared OMol25 structures with the same formula, charge and spin: 5.986 eV.

***

Entry 5:
Computed, not measured: a cluster of 9 separate species, C15H48N16O10P in total, with the ωB97M-V functional and the def2-TZVPD basis.

XYZ file:
```
90
Properties=species:S:1:pos:R:3
C 3.33 -4.56 3.39
O 3.05 -3.66 2.25
C 1.61 -3.86 1.90
C 1.10 -2.74 0.81
C -0.36 -3.04 0.13
P -1.59 -4.01 1.22
C -2.48 -5.26 0.04
C -2.87 -2.86 2.06
C -4.41 -3.43 2.03
O -4.76 -4.72 2.29
H 4.49 -4.76 3.54
H 2.80 -5.62 3.25
H 2.85 -4.10 4.37
H 1.35 -4.97 1.63
H 1.02 -3.63 2.91
H 1.89 -2.75 -0.08
H 1.14 -1.63 1.23
H -0.26 -3.56 -0.94
H -0.85 -1.98 -0.09
H -0.99 -4.81 2.26
H -3.61 -4.99 -0.14
H -2.39 -6.36 0.43
H -1.95 -5.20 -1.02
H -2.57 -2.76 3.21
H -2.80 -1.81 1.51
H -5.31 -2.72 1.72
C 0.16 0.95 -0.35
O -0.59 0.06 0.00
N -0.20 1.92 -1.21
N 1.43 1.05 0.10
H 0.41 2.67 -1.50
H -1.15 1.89 -1.56
H 1.75 0.34 0.74
H 2.07 1.77 -0.18
C -2.10 -6.12 -4.03
O -1.12 -5.51 -3.62
N -3.36 -5.69 -3.84
N -2.01 -7.29 -4.70
H -4.18 -6.18 -4.17
H -3.48 -4.81 -3.34
H -1.07 -7.65 -4.86
H -2.80 -7.80 -5.04
C -0.29 5.38 -0.08
O -0.71 4.77 -1.06
N 0.44 4.79 0.88
N -0.52 6.69 0.11
H 0.79 5.27 1.69
H 0.63 3.80 0.77
H -1.06 7.17 -0.59
H -0.18 7.21 0.90
C -1.49 0.72 -5.53
O -1.91 0.11 -6.50
N -0.76 0.13 -4.57
N -1.72 2.03 -5.34
H -0.41 0.61 -3.76
H -0.57 -0.86 -4.67
H -2.26 2.51 -6.04
H -1.38 2.55 -4.55
C 3.04 6.64 2.75
O 1.97 6.07 2.97
N 3.18 7.97 2.83
N 4.15 5.97 2.41
H 4.05 8.45 2.65
H 2.36 8.51 3.09
H 4.09 4.96 2.34
H 5.04 6.42 2.23
C 2.29 2.42 -6.55
O 2.30 2.75 -5.38
N 3.38 2.48 -7.33
N 1.18 1.97 -7.17
H 3.39 2.22 -8.30
H 4.24 2.82 -6.91
H 0.34 1.91 -6.62
H 1.16 1.70 -8.14
C -4.46 5.08 1.34
O -5.53 4.52 1.56
N -4.32 6.41 1.42
N -3.35 4.41 1.00
H -3.45 6.89 1.24
H -5.14 6.95 1.67
H -3.41 3.41 0.92
H -2.46 4.86 0.81
C 3.66 -3.63 7.32
O 4.59 -3.81 6.54
N 3.70 -4.06 8.59
N 2.53 -2.99 6.97
H 2.95 -3.93 9.25
H 4.53 -4.55 8.89
H 2.47 -2.65 6.02
H 1.76 -2.84 7.60
```

The spin multiplicity is 1. As for the charge: +1. As for the total energy: -69936.4079 eV.

***

Entry 6:
Computed, not measured: a structure of composition C15H48O9, with the ωB97M-V functional and the def2-TZVPD basis.

XYZ file:
```
72
Properties=species:S:1:pos:R:3
C -1.71 -3.79 0.44
C -2.53 -2.63 -0.08
O -1.66 -1.71 -0.75
H -0.86 -3.54 1.08
H -1.25 -4.41 -0.33
H -2.37 -4.49 0.95
H -3.12 -2.12 0.69
H -3.22 -3.00 -0.84
H -1.64 -2.12 -1.62
C -1.50 3.42 1.19
C -0.50 2.50 0.42
O 0.14 3.38 -0.53
H -2.30 3.87 0.61
H -0.91 4.18 1.69
H -2.05 2.94 2.00
H -0.95 1.62 -0.04
H 0.28 2.12 1.07
H 0.97 2.95 -0.75
C 0.69 -1.42 -2.67
C -0.32 -1.60 -3.82
O -1.54 -2.07 -3.20
H 0.98 -2.32 -2.13
H 0.47 -0.62 -1.96
H 1.59 -0.92 -3.04
H 0.03 -2.39 -4.48
H -0.37 -0.67 -4.38
H -2.30 -1.77 -3.70
C -2.21 0.52 -1.76
C -3.15 0.13 -0.61
O -2.40 -0.23 0.53
H -1.77 1.52 -1.81
H -2.67 0.42 -2.74
H -1.41 -0.21 -1.81
H -3.73 -0.77 -0.84
H -3.89 0.91 -0.42
H -2.12 -1.13 0.35
C 3.22 2.17 -2.24
C 1.67 1.97 -2.19
O 1.30 1.86 -0.82
H 3.58 1.94 -3.24
H 3.70 1.50 -1.52
H 3.45 3.23 -2.13
H 1.34 1.00 -2.54
H 1.14 2.77 -2.71
H 1.74 2.52 -0.27
C -1.32 0.74 2.73
C 0.08 1.01 3.23
O 0.18 2.27 3.82
H -1.37 1.13 1.72
H -2.01 1.31 3.36
H -1.64 -0.30 2.64
H 0.84 0.96 2.45
H 0.43 0.37 4.04
H 1.03 2.45 4.23
C 1.13 -2.20 3.18
O 1.39 -0.86 2.70
H 1.79 -2.92 2.71
H 1.00 -2.35 4.25
H 0.12 -2.35 2.81
H 1.20 -0.75 1.77
C 0.50 -0.20 0.08
O -0.01 -1.27 0.90
H 0.97 0.59 0.67
H 1.24 -0.59 -0.61
H -0.28 0.28 -0.52
H -0.73 -1.78 0.53
C 3.58 -0.20 0.63
O 4.94 -0.58 0.44
H 3.44 0.86 0.43
H 2.87 -0.82 0.08
H 3.32 -0.27 1.68
H 5.49 -0.03 1.00
```

The spin multiplicity is 1. As for the energy above the lowest of the compared OMol25 structures with the same formula, charge and spin: 16.411 eV.